Here is one molecule with the formula C4H7NO2S in a non-equilibrium geometry from the OMol25 dataset. Energies are from ωB97M-V/def2-TZVPD.

```
! RIJCOSX wB97M-V def2-TZVPD def2/J DEFGRID3
* xyz 0 1
S 2.084 -0.041 -0.555
C 0.844 0.040 0.866
C -0.030 -1.233 0.856
O -0.738 -1.342 -0.413
C -1.882 -0.632 -0.412
N -1.990 0.641 -0.317
O -0.814 1.351 -0.391
C -0.047 1.295 0.768
H 1.170 0.320 -1.459
H 1.380 0.063 1.812
H 0.612 -2.091 0.939
H -0.723 -1.282 1.718
H -2.827 -1.129 -0.304
H -0.639 1.321 1.651
H 0.727 2.071 0.700
*
```

* LUMO energy: 0.759 eV
* SMILES: S[C@@H]1COC=NOC1
* relative energy (zero: lowest compared OMol25 entry of this formula, charge and spin): 368.00 kJ/mol
* HOMO: -9.31 eV
* strongest force on any atom: 0.05058 hartree/bohr

Charges obtained by natural (NBO) population analysis, quoted in units of e: S -0.07; C -0.34; C -0.09; O -0.52; C 0.35; N -0.17; O -0.40; C -0.10; H 0.15; H 0.23; H 0.21; H 0.18; H 0.18; H 0.18; H 0.21



Here is C10H19N3O4 as an isolated structure in a non-equilibrium geometry from the OMol25 dataset. Energies are from ωB97M-V/def2-TZVPD.

```
! RIJCOSX wB97M-V def2-TZVPD def2/J DEFGRID3
* xyz 0 1
C 1.757 -1.383 0.179
C 0.742 -0.299 -0.119
C 2.681 -1.872 -0.866
C 4.257 -1.330 -0.660
C -1.659 0.377 -0.155
C -1.413 1.734 0.729
C -3.047 -0.172 -0.026
C -3.497 -0.723 1.384
C -4.032 0.972 -0.515
C -4.025 2.501 -0.075
H 1.851 -3.300 0.915
H 0.528 -3.224 -0.057
H 2.226 -0.877 1.000
H 2.778 -2.996 -1.106
H 2.695 -1.529 -1.922
H 5.053 0.639 -0.714
H 3.535 0.710 -1.003
H -0.499 -1.529 0.623
H -1.685 0.647 -1.207
H -3.066 -0.856 -1.018
H -3.167 -2.104 1.661
H -3.359 -0.036 2.334
H -4.865 -0.953 1.246
H -3.805 0.774 -1.651
H -5.045 0.496 -0.492
H -2.982 2.941 0.301
H -4.645 2.305 0.915
H -4.565 3.294 -1.002
H 0.273 1.885 -0.308
N 1.061 -2.679 0.661
N 4.308 0.211 -0.974
N -0.536 -0.590 -0.002
O 1.318 0.678 -0.737
O 5.235 -1.975 -0.793
O -1.845 2.054 1.900
O -0.416 2.529 0.185
*
```

* LUMO energy: 0.219 eV
* relative energy (zero: lowest compared OMol25 entry of this formula, charge and spin): 893.74 kJ/mol
* HOMO: -9.97 eV
* strongest force on any atom: 0.19251 hartree/bohr

Charges obtained by natural (NBO) population analysis, quoted in units of e: C -0.15; C 0.68; C -0.53; C 0.71; C -0.16; C 0.78; C -0.26; C -0.64; C -0.41; C -0.65; H 0.38; H 0.37; H 0.24; H 0.24; H 0.27; H 0.36; H 0.38; H 0.47; H 0.23; H 0.23; H 0.21; H 0.27; H 0.21; H 0.19; H 0.22; H 0.24; H 0.23; H 0.23; H 0.51; N -0.87; N -0.86; N -0.60; O -0.70; O -0.55; O -0.59; O -0.72



Here is an isolated ion of composition C5H9N2 and charge +1 in a non-equilibrium geometry from the OMol25 dataset. Energies are from ωB97M-V/def2-TZVPD.

```
! RIJCOSX wB97M-V def2-TZVPD def2/J DEFGRID3
* xyz 1 1
C -0.270 -1.681 -1.849
C 0.901 -1.339 -0.760
C 0.373 -0.219 0.046
C -0.344 -0.325 1.190
N -0.753 0.909 1.495
C -0.316 1.821 0.653
N 0.376 1.166 -0.337
H -0.881 -2.501 -1.475
H -0.807 -0.738 -2.179
H 0.100 -2.078 -2.829
H 1.173 -2.250 -0.037
H 1.789 -0.875 -1.299
H -0.617 -1.316 1.527
H -1.264 1.219 2.298
H -0.113 2.831 0.916
H 1.206 1.640 -0.716
*
```

* LUMO energy: -3.908 eV
* SMILES: CCc1c[nH]c[nH+]1
* relative energy (zero: lowest compared OMol25 entry of this formula, charge and spin): 174.50 kJ/mol
* HOMO: -14.14 eV
* strongest force on any atom: 0.05544 hartree/bohr

Charges obtained by natural (NBO) population analysis, quoted in units of e: C -0.62; C -0.46; C 0.20; C -0.09; N -0.43; C 0.25; N -0.49; H 0.23; H 0.22; H 0.24; H 0.26; H 0.24; H 0.27; H 0.45; H 0.25; H 0.45



Here is C12H27CaCl2N3S3 as an isolated structure in a non-equilibrium geometry from the OMol25 dataset. Energies are from ωB97M-V/def2-TZVPD.

```
! RIJCOSX wB97M-V def2-TZVPD def2/J DEFGRID3
* xyz 2 1
Ca -0.726 -0.869 0.129
C 2.887 -1.437 -1.489
C 2.362 -0.635 -2.639
S 0.706 0.005 -2.364
C -0.101 0.015 -3.960
C -1.089 -1.126 -4.065
S -1.068 -2.251 -2.590
C 0.305 -3.300 -2.945
C 1.153 -3.834 -1.819
S 1.666 -2.503 -0.716
H 3.308 -0.714 -0.729
H 3.678 -2.102 -1.788
H 2.238 -1.377 -3.496
H 3.112 0.173 -2.925
H 0.656 0.012 -4.771
H -0.617 0.981 -4.000
H -0.845 -1.818 -4.874
H -2.112 -0.790 -4.143
H 1.012 -2.883 -3.692
H -0.186 -4.191 -3.386
H 2.016 -4.364 -2.249
H 0.694 -4.575 -1.140
C -1.893 3.015 2.495
N -1.112 1.850 3.051
C -1.898 0.782 3.535
C 0.108 1.631 2.441
N 0.331 0.434 1.865
N 1.020 2.623 2.500
C 0.893 3.792 3.302
C 2.149 2.563 1.603
H -3.000 2.705 2.417
H -1.586 3.286 1.546
H -1.899 3.871 3.167
H -2.753 1.176 4.108
H -1.265 0.211 4.223
H -2.246 0.059 2.815
H 1.333 0.151 1.963
H 0.038 3.664 4.029
H 0.631 4.635 2.614
H 1.829 4.040 3.950
H 2.812 3.370 1.933
H 1.818 2.827 0.569
H 2.689 1.617 1.707
Cl -1.915 -2.874 1.416
C -3.541 -2.274 0.801
Cl -3.498 -0.507 -0.072
H -4.180 -2.060 1.625
H -3.913 -3.002 0.048
*
```

* LUMO energy: -6.583 eV
* relative energy (zero: lowest compared OMol25 entry of this formula, charge and spin): 146.12 kJ/mol
* HOMO: -14.10 eV
* strongest force on any atom: 0.07205 hartree/bohr

Charges obtained by natural (NBO) population analysis, quoted in units of e: Ca 1.70; C -0.55; C -0.54; S 0.13; C -0.57; C -0.51; S 0.13; C -0.59; C -0.54; S 0.13; H 0.26; H 0.26; H 0.22; H 0.27; H 0.27; H 0.26; H 0.25; H 0.25; H 0.23; H 0.26; H 0.26; H 0.26; C -0.42; N -0.45; C -0.39; C 0.68; N -1.08; N -0.40; C -0.43; C -0.41; H 0.22; H 0.20; H 0.22; H 0.23; H 0.23; H 0.15; H 0.38; H 0.24; H 0.21; H 0.24; H 0.24; H 0.21; H 0.20; Cl -0.03; C -0.27; Cl -0.12; H 0.25; H 0.27



> Which formula does entry 4 have?

C12H27CaCl2N3S3